{
  "formula": "CH17O8Pd",
  "method": "the ωB97M-V functional and the def2-TZVPD basis",
  "spin_multiplicity": 3,
  "gap_ev": [7.40, 7.26],
  "de_lowest_kcal_mol": 259.1,
  "charge": 1,
  "symbols": ["Pd", "C", "O", "H", "H", "H", "O", "H", "H", "O", "H", "H", "O", "H", "H", "O", "H", "H", "O", "H", "H", "O", "H", "H", "O", "H", "H"],
  "xyz": [[-1.22489, -0.87542, 0.92701], [-0.51855, 0.00977, -1.47212], [-0.92492, 0.26671, -0.15168], [-0.89361, -0.98743, -1.71451], [0.51511, 0.02442, -1.48553], [-0.96128, 0.86169, -2.05730], [-0.79369, -0.40386, 2.48052], [-1.36012, 0.31276, 2.78360], [-0.06817, -0.37826, 3.11811], [3.34002, 0.58651, -1.60119], [4.07049, 1.19899, -1.46279], [2.68437, 1.18271, -1.18603], [1.78855, 2.28436, -0.13566], [1.38197, 2.89846, -0.79023], [0.96517, 1.94055, 0.26135], [-2.87430, -1.37909, 1.00512], [-3.29920, -1.92680, 1.68474], [-3.61660, -0.85322, 0.60461], [-1.40778, 3.01624, -0.23087], [-1.31429, 2.08678, -0.46035], [-0.80079, 3.48162, -0.83550], [2.08123, -2.28564, -0.16529], [2.07317, -1.52330, -0.77482], [2.09842, -1.75725, 0.65910], [-0.46369, -2.32107, 0.54413], [0.47250, -2.41159, 0.23928], [-0.94914, -3.04865, 0.21630]],
  "forces_ev_per_a": [[-3.01, 1.43, -0.95], [-2.53, 1.12, -0.42], [3.87, 12.55, -11.74], [-0.05, 0.21, -0.76], [2.27, 0.11, -0.55], [0.57, -1.22, -0.35], [4.00, 5.62, 16.91], [-0.10, 0.40, 0.91], [0.42, -0.04, 0.56], [-0.39, 0.70, 0.41], [0.78, -0.50, -0.33], [-0.34, -0.57, -0.06], [-1.55, 0.56, -0.58], [0.84, -0.30, 0.55], [0.46, -0.01, 0.17], [-13.50, -3.82, 0.59], [-0.27, -0.03, 0.04], [0.67, -0.64, 0.31], [0.61, 0.54, -0.39], [-0.09, -0.25, 0.19], [-0.65, -0.06, 0.36], [-0.83, 1.48, 0.70], [0.52, -0.47, -0.56], [0.72, -0.65, -0.04], [7.67, -13.64, -3.60], [0.43, -0.60, -0.48], [-0.53, -1.91, -0.89]]
}

{
  "formula": "C26H29AsAuClF6N6OS",
  "method": "the ωB97M-V functional and the def2-TZVPD basis",
  "spin_multiplicity": 2,
  "gap_ev": [8.16, 5.43],
  "charge": 1,
  "symbols": ["Au", "N", "C", "C", "C", "C", "C", "C", "N", "C", "C", "C", "S", "C", "N", "H", "H", "H", "H", "H", "H", "H", "C", "C", "C", "C", "C", "O", "C", "C", "C", "C", "C", "C", "Cl", "C", "C", "C", "N", "C", "N", "C", "N", "H", "H", "H", "H", "H", "H", "H", "H", "H", "H", "H", "H", "H", "H", "H", "H", "H", "H", "H", "H", "H", "H", "F", "As", "F", "F", "F", "F", "F"],
  "xyz": [[-2.21399, -1.69062, 0.47749], [-2.21420, -0.52446, 4.54288], [-2.01584, -1.87104, 4.84107], [-1.95560, -2.56379, 6.04508], [-1.75119, -3.92566, 5.95943], [-1.60565, -4.57448, 4.72095], [-1.65639, -3.87878, 3.53223], [-1.86595, -2.50544, 3.61263], [-1.97429, -1.53460, 2.62100], [-2.19583, -0.37311, 3.20602], [-2.47308, 0.87162, 2.48581], [-2.83127, 2.07220, 3.01115], [-3.24909, 3.14290, 1.75652], [-2.91068, 1.92852, 0.60572], [-2.51043, 0.80230, 1.11457], [-2.41080, 0.20149, 5.21100], [-2.07333, -2.06367, 6.99822], [-1.70531, -4.51012, 6.86828], [-1.45524, -5.64601, 4.70424], [-1.55846, -4.37707, 2.57485], [-2.88900, 2.37190, 4.04667], [-3.05234, 2.09878, -0.45254], [2.31877, -0.23630, -2.93866], [3.67492, 0.19144, -2.36298], [4.55983, -1.05919, -2.24007], [4.31669, 1.14128, -3.38829], [3.56624, 0.91082, -0.97794], [4.88726, 1.10309, -0.44152], [2.92522, 2.32625, -0.97982], [1.40746, 2.57865, -0.90712], [0.62968, 2.55788, -2.20425], [0.98800, 3.38610, -3.26231], [0.28401, 3.37393, -4.45781], [-0.79844, 2.52272, -4.60433], [-1.67369, 2.48946, -6.09749], [-1.18263, 1.69557, -3.56444], [-0.46620, 1.72429, -2.37490], [3.03369, 0.02513, 0.17926], [1.80675, -0.77478, 0.02639], [0.57032, -0.49411, 0.39763], [-0.19584, -1.55123, 0.15392], [0.65729, -2.48833, -0.36464], [1.87875, -2.04564, -0.44896], [2.44835, -0.48416, -3.99491], [1.57315, 0.55482, -2.88913], [1.92580, -1.13161, -2.45453], [4.67298, -1.51084, -3.22793], [4.11071, -1.81229, -1.58964], [5.55279, -0.82272, -1.86077], [4.56894, 0.56869, -4.28153], [5.24788, 1.60220, -3.04460], [3.63249, 1.93429, -3.69554], [5.39318, 1.65563, -1.04728], [3.32440, 2.87198, -1.83534], [3.36511, 2.79727, -0.09889], [1.28862, 3.57076, -0.46443], [0.93650, 1.89692, -0.20071], [1.83051, 4.06218, -3.15867], [0.57127, 4.02441, -5.27430], [-2.02538, 1.02831, -3.69610], [-0.75647, 1.05365, -1.57006], [2.90137, 0.65653, 1.05671], [3.81779, -0.69032, 0.40236], [0.22934, 0.42065, 0.85165], [0.36070, -3.48255, -0.65937], [-4.17769, -2.32975, 0.33635], [-5.76839, -1.32898, 0.74730], [-4.82323, -0.62129, 2.01820], [-6.15122, -2.61043, 1.79754], [-7.12696, -0.38721, 1.10104], [-6.46523, -2.14526, -0.56713], [-5.07748, -0.16880, -0.32525]],
  "forces_ev_per_a": [[0.09, -0.41, 0.01], [0.03, -0.04, 0.13], [0.01, 0.19, 0.02], [-0.03, 0.04, 0.02], [0.01, 0.02, -0.02], [0.01, -0.01, 0.03], [-0.02, -0.01, -0.09], [0.02, 0.00, -0.19], [-0.08, 0.06, -0.19], [-0.12, 0.01, 0.10], [-0.03, -0.32, -0.03], [0.03, 0.08, 0.11], [-0.02, 0.06, -0.03], [-0.02, 0.00, 0.09], [0.15, 0.15, -0.04], [0.00, 0.01, -0.01], [0.01, -0.04, -0.04], [0.00, 0.00, -0.02], [-0.01, 0.04, 0.00], [-0.01, 0.02, 0.06], [-0.03, -0.02, -0.07], [0.04, -0.03, 0.02], [-0.07, -0.04, -0.07], [0.04, -0.03, 0.00], [-0.02, 0.00, 0.01], [0.01, 0.01, 0.01], [-0.12, -0.10, -0.01], [-0.04, 0.02, -0.14], [-0.01, -0.03, -0.02], [0.03, -0.06, -0.13], [0.08, 0.07, 0.11], [0.02, 0.08, -0.07], [0.14, 0.10, 0.01], [-0.01, -0.02, -0.03], [0.01, 0.01, 0.03], [-0.06, -0.11, 0.09], [-0.20, -0.05, 0.01], [-0.06, -0.04, 0.01], [0.30, 0.01, -0.06], [-0.03, -0.12, 0.01], [-0.03, -0.06, -0.12], [-0.03, 0.06, 0.06], [-0.17, 0.13, 0.36], [0.01, 0.00, 0.03], [0.12, -0.10, -0.06], [0.07, 0.19, -0.18], [-0.02, 0.00, 0.04], [0.05, 0.05, -0.05], [0.00, 0.02, -0.02], [-0.01, 0.02, 0.00], [-0.03, -0.03, 0.01], [0.01, -0.02, 0.01], [-0.01, 0.03, 0.01], [0.04, 0.04, 0.02], [-0.03, 0.01, 0.03], [0.00, 0.02, -0.01], [0.00, 0.06, -0.01], [-0.03, -0.02, -0.01], [-0.01, -0.03, 0.04], [0.02, 0.03, 0.03], [-0.03, 0.03, -0.02], [-0.04, 0.00, 0.02], [0.00, -0.07, 0.06], [0.04, -0.04, -0.02], [-0.01, 0.08, -0.01], [0.05, 0.01, 0.17], [-0.06, -0.05, -0.08], [0.16, 0.06, 0.17], [-0.04, -0.15, 0.12], [-0.11, 0.09, 0.05], [-0.04, -0.08, -0.15], [0.10, 0.22, -0.14]]
}

{
  "formula": "C21H33Cl2InN4O3S",
  "method": "the ωB97M-V functional and the def2-TZVPD basis",
  "spin_multiplicity": 1,
  "gap_ev": 7.11,
  "symbols": ["O", "C", "C", "C", "H", "C", "H", "C", "H", "C", "H", "C", "H", "H", "C", "C", "H", "H", "H", "C", "C", "H", "H", "H", "H", "In", "Cl", "Cl", "C", "O", "N", "C", "C", "H", "H", "H", "H", "H", "H", "H", "H", "H", "C", "C", "N", "H", "C", "O", "H", "H", "H", "H", "C", "N", "C", "C", "N", "C", "S", "H", "H", "H", "H", "H", "H"],
  "xyz": [[-3.00852, -0.78827, -4.01931], [-2.86900, -0.65132, -5.21817], [-2.61125, -1.73890, -6.17251], [-2.50234, -3.06193, -5.73950], [-2.61216, -3.27299, -4.68482], [-2.25878, -4.06885, -6.65360], [-2.17405, -5.09444, -6.32012], [-2.12224, -3.76553, -8.00536], [-1.93161, -4.55677, -8.71841], [-2.22957, -2.45248, -8.44293], [-2.12305, -2.22027, -9.49388], [-2.47343, -1.44171, -7.52749], [-2.55865, -0.41370, -7.85909], [-2.93362, 0.35653, -5.68119], [2.38795, 0.50073, -1.89417], [2.06633, 0.80518, -0.46918], [3.38766, 0.82753, -2.19021], [1.66395, 0.98442, -2.54872], [2.30463, -0.56590, -2.09057], [2.80620, 1.57399, 0.33668], [4.08328, 2.29323, 0.01799], [2.45044, 1.74860, 1.34934], [4.46617, 2.05972, -0.97170], [4.86584, 2.05212, 0.74320], [3.94476, 3.37715, 0.06632], [0.35091, 0.01258, 0.27473], [0.99780, -2.21103, -0.02730], [-0.84503, 0.21537, -1.68722], [2.29300, -0.54033, 2.36411], [1.15106, -0.07806, 2.19585], [2.94801, -0.47038, 3.52583], [2.37310, 0.19091, 4.67924], [4.27359, -1.03277, 3.66778], [2.81954, -1.04924, 1.55971], [1.39890, 0.57948, 4.40888], [3.01503, 1.01122, 5.00123], [2.26683, -0.51124, 5.50640], [4.58340, -1.48464, 2.73082], [4.28624, -1.79709, 4.44533], [4.99164, -0.25682, 3.93478], [-1.50879, 4.69190, 2.60504], [-3.85617, 4.08142, 1.58116], [-1.10535, 4.42946, 1.62670], [-3.31015, 3.83426, 0.66992], [-1.95046, 3.44766, 0.97798], [-0.11288, 4.01254, 1.74503], [-1.48967, 2.23775, 0.65086], [-0.33238, 1.86094, 0.89739], [-3.82005, 3.01782, 0.16870], [-2.19594, 1.58998, 0.13485], [-1.04760, 5.33318, 1.02038], [-3.32072, 4.70545, 0.01445], [-1.60412, 0.32319, 4.11823], [-1.11871, -1.01440, 3.79121], [-0.54465, -1.88651, 4.64371], [-0.23720, -3.03631, 3.94425], [-0.62212, -2.87564, 2.66409], [-1.14606, -1.63666, 2.59278], [-1.74721, -0.98576, 1.22098], [-1.06479, 1.07910, 3.51141], [-2.69143, 0.38770, 3.90424], [-1.43746, 0.54510, 5.19394], [-0.36283, -1.70422, 5.69500], [0.23119, -3.92765, 4.34032], [-0.52742, -3.57440, 1.89459]],
  "forces_ev_per_a": [[-0.04, 0.00, -1.07], [-0.16, 0.34, 1.14], [0.12, -0.45, -0.36], [-0.04, 0.19, 0.02], [0.02, 0.02, 0.05], [0.00, -0.01, -0.10], [0.01, -0.01, 0.01], [-0.01, 0.06, 0.04], [0.01, -0.01, -0.01], [0.01, -0.10, -0.02], [0.01, 0.00, -0.02], [-0.03, -0.01, 0.22], [0.00, 0.03, 0.01], [0.01, -0.04, 0.06], [0.56, 0.29, -0.15], [2.08, 1.11, -0.28], [0.07, -0.02, -0.12], [-0.04, 0.02, -0.04], [-0.05, -0.15, 0.00], [0.25, 0.02, -0.53], [0.18, 0.18, 0.05], [0.01, 0.15, 0.10], [0.01, -0.04, -0.06], [0.06, -0.01, 0.03], [0.01, 0.05, 0.00], [-0.24, -0.93, -1.31], [0.87, -2.71, -0.20], [-1.71, 0.28, -2.00], [-0.24, 0.07, 0.39], [1.08, -0.24, 2.67], [-0.19, 0.02, -0.23], [0.07, -0.01, -0.03], [0.06, 0.01, 0.02], [0.01, -0.05, -0.13], [-0.08, 0.05, -0.04], [0.04, 0.04, -0.01], [0.01, -0.07, 0.03], [0.00, -0.02, -0.08], [-0.03, -0.03, 0.04], [0.02, 0.05, 0.00], [-0.05, 0.01, 0.05], [0.00, 0.01, 0.05], [0.01, -0.02, -0.01], [-0.05, 0.04, -0.04], [0.08, -0.25, -0.06], [0.11, -0.04, 0.00], [0.28, 0.38, 0.19], [-1.40, 2.32, 1.07], [-0.02, -0.08, -0.04], [-0.08, -0.04, -0.07], [-0.01, 0.03, -0.04], [0.02, 0.03, -0.03], [-0.23, 0.41, -0.27], [0.07, -0.47, -0.11], [1.24, -2.20, 1.00], [0.60, 0.12, 2.55], [-0.18, -0.03, 0.09], [-0.66, 0.44, -1.02], [-2.44, 0.50, -1.18], [-0.31, -0.49, 0.24], [0.69, -0.03, 0.04], [-0.01, -0.44, -0.70], [-0.13, 0.12, -0.24], [-0.12, 0.14, -0.21], [-0.10, 1.48, 0.66]]
}

{
  "formula": "C26H20N3O5Rh",
  "method": "the ωB97M-V functional and the def2-TZVPD basis",
  "spin_multiplicity": 1,
  "gap_ev": [6.27, 6.27],
  "de_lowest_kcal_mol": 35.1,
  "symbols": ["Rh", "O", "C", "O", "C", "C", "C", "C", "C", "O", "C", "C", "O", "O", "H", "H", "H", "H", "H", "H", "H", "H", "C", "C", "N", "C", "C", "C", "C", "C", "C", "C", "N", "C", "C", "C", "C", "C", "C", "C", "C", "N", "C", "H", "H", "H", "H", "H", "H", "H", "H", "H", "H", "H", "H"],
  "xyz": [[0.11419, 0.09492, 0.49130], [-2.24373, -1.10804, 3.58134], [-1.38034, -1.18427, 2.74101], [-1.42330, -0.50085, 1.61816], [-0.26967, -2.24224, 2.86509], [0.02060, -2.95041, 1.51644], [0.76409, -4.26077, 1.76395], [2.16736, -3.74153, 2.16367], [1.97958, -2.22741, 2.06895], [1.06324, -2.10898, 0.95838], [1.14533, -1.69623, 3.23171], [1.25514, -0.17888, 3.28667], [1.33363, 0.40023, 4.35112], [1.31961, 0.41123, 2.13680], [-0.60529, -2.94390, 3.62573], [-0.81697, -2.99152, 0.82397], [0.28692, -4.85378, 2.54232], [0.80314, -4.85934, 0.85471], [2.47107, -4.04624, 3.16392], [2.92887, -4.07696, 1.46047], [2.87234, -1.64442, 1.85947], [1.47634, -2.08086, 4.19397], [2.22186, -2.69360, -2.50242], [2.05374, -1.57427, -1.67111], [0.88914, -1.02342, -1.43105], [-0.22661, -1.56179, -2.00184], [-0.15621, -2.69105, -2.83941], [1.11729, -3.25066, -3.07754], [-1.35133, -3.21206, -3.39640], [-2.53799, -2.60844, -3.10444], [-2.63032, -1.47604, -2.26965], [-1.49939, -0.92845, -1.69744], [-1.33869, 0.16826, -0.91228], [-2.21334, 1.18975, -0.68392], [-3.47699, 1.43414, -1.18807], [-4.15590, 2.62646, -0.86884], [-3.61066, 3.60040, -0.08145], [-2.30287, 3.41526, 0.42556], [-1.60640, 4.36840, 1.20126], [-0.32537, 4.11769, 1.60943], [0.27547, 2.89050, 1.29114], [-0.36048, 1.99074, 0.57695], [-1.63473, 2.21929, 0.13088], [3.21121, -3.09819, -2.66278], [2.91021, -1.12083, -1.18511], [1.20098, -4.12380, -3.71326], [-1.30641, -4.08907, -4.02815], [-3.45694, -3.00905, -3.51334], [-3.61493, -1.08877, -2.06515], [-3.97086, 0.74471, -1.85114], [-5.14914, 2.76333, -1.27704], [-4.15165, 4.50672, 0.15337], [-2.09907, 5.29579, 1.46537], [0.22933, 4.82574, 2.20673], [1.26044, 2.62096, 1.64512]],
  "forces_ev_per_a": [[-0.31, -1.44, 0.67], [-0.03, 0.07, -0.06], [0.36, -0.56, 0.13], [0.15, 1.22, 0.04], [-0.14, 0.09, -0.19], [-0.07, 0.14, 0.34], [-0.02, 0.00, -0.01], [0.04, -0.01, -0.03], [0.16, 0.04, 0.05], [-0.71, 0.05, -0.27], [0.05, -0.05, 0.08], [-0.14, -0.05, 0.27], [0.08, -0.02, 0.07], [0.31, 0.45, -0.75], [-0.05, 0.00, -0.04], [0.00, 0.01, 0.01], [-0.01, 0.00, 0.00], [0.01, 0.01, -0.01], [-0.01, 0.02, 0.01], [0.00, -0.01, 0.00], [0.00, -0.04, -0.02], [-0.01, -0.02, -0.01], [0.02, 0.01, 0.09], [0.12, 0.09, -0.09], [0.40, 0.28, -0.52], [-0.19, 0.02, 0.08], [-0.05, 0.05, 0.04], [-0.05, -0.02, -0.01], [-0.04, 0.00, 0.03], [0.01, -0.12, -0.08], [-0.01, 0.08, 0.16], [0.67, -0.31, -0.51], [0.07, -0.17, 0.23], [0.14, 0.36, 0.08], [0.00, -0.04, -0.03], [-0.01, 0.10, 0.03], [-0.03, -0.03, -0.02], [0.05, 0.00, -0.04], [0.08, -0.05, 0.01], [-0.06, 0.00, -0.07], [0.22, 0.12, 0.05], [-0.96, -0.24, 0.34], [-0.12, 0.01, -0.17], [0.01, 0.00, 0.00], [0.00, 0.00, -0.02], [-0.01, 0.01, -0.02], [0.00, 0.00, -0.02], [0.01, -0.01, -0.02], [0.07, 0.03, 0.07], [0.06, -0.03, 0.03], [-0.01, 0.02, 0.01], [0.00, 0.01, -0.01], [0.00, 0.01, 0.00], [0.01, 0.01, -0.01], [-0.07, -0.06, 0.08]]
}

no.,strongest force on any atom (eV/Å),E (Eh)
1,18.27,-777.31918
2,0.42,-5240.86076
3,2.91,-2773.46865
4,1.62,-1653.83283